1.
95
Properties=species:S:1:pos:R:3:forces:R:3 method="wB97M-V/def2-TZVPD" orbital_gap_ev=7.9442 energy_ev=-279199.68867 homo_ev=-8.12 total_charge=0 lumo_ev=-0.18
C -4.03598 5.25321 -1.25671 -0.5637 -0.4782 0.5017
Br -4.95524 3.80738 -2.18826 0.5395 0.1215 -0.1349
Br -2.57343 6.09598 -2.15244 -0.2408 -0.1764 -0.2063
Br -3.43239 4.60750 0.50373 -0.3685 0.3564 -0.5707
H -4.86988 5.94811 -1.15758 0.6421 0.1649 0.4152
C 1.68859 1.69588 -8.35520 1.6253 -0.0023 -0.9770
C 2.58305 2.37719 -9.17257 0.5847 1.2846 1.8342
C 2.37939 2.53212 -10.49527 0.1174 0.1796 -1.8723
C 1.49619 1.75679 -11.14894 -2.8312 -1.5185 -0.3115
C 0.60468 1.00367 -10.40016 0.1422 -0.3600 0.1013
C 0.74426 0.96610 -9.02577 -1.4875 -1.3584 1.6160
O -0.10169 0.10613 -8.30678 -0.0541 0.4144 -0.9493
O 3.10975 3.37956 -11.23793 2.3570 1.3995 0.0575
H 1.91222 1.65191 -7.29953 -0.3875 -0.1868 0.1103
H 3.43094 2.91942 -8.78083 -0.0389 0.1437 0.3960
H 1.37403 1.71791 -12.22130 0.2572 0.3582 -0.1409
H -0.16725 0.39834 -10.85189 0.0381 -0.0735 -0.0708
H 0.22552 -0.05881 -7.41948 0.1915 0.2277 0.0029
H 2.69541 3.80911 -11.98987 -0.5120 -0.5162 0.2225
C -0.40237 1.09483 8.67021 0.0824 -1.4564 -0.8655
C 0.07780 1.72466 9.80151 -1.2077 0.6898 0.3699
C 1.05490 1.13321 10.55260 -0.6171 2.1411 1.7501
C 1.52791 -0.02879 10.16180 2.3934 -3.6017 -0.8814
C 1.11260 -0.76843 9.03610 -0.5001 1.8399 1.0452
C 0.07307 -0.19628 8.30044 2.2517 1.2850 2.0246
O -0.22715 -0.79693 7.16067 -1.4807 -0.2989 -2.1690
O 1.54548 1.70569 11.75745 -0.7763 -0.0293 -1.3961
H -1.06901 1.53503 7.94342 -0.3334 0.3142 0.3482
H -0.35473 2.61534 10.23278 -0.0914 0.4175 -0.5545
H 2.36386 -0.31385 10.78335 0.2363 -0.9645 -0.1223
H 1.61165 -1.65405 8.67135 0.0020 -0.1618 0.2867
H 0.58667 -1.08267 6.73918 -0.0810 -0.2126 -0.0658
H 2.48578 1.51229 11.76386 0.1286 0.0312 0.2152
C 3.36806 6.93216 4.07123 0.3160 2.1045 0.0850
C 3.19753 8.27706 4.48469 -0.4958 0.7693 -0.5344
C 3.31651 9.37655 3.61584 0.1646 -1.6662 0.3062
C 3.76144 9.19702 2.30765 -0.5043 0.8288 0.9273
C 4.09667 7.94161 1.93284 -0.2214 -1.8469 0.3248
C 3.89385 6.83374 2.80629 1.0880 -1.8597 -2.5140
O 4.16752 5.53734 2.20602 -1.0726 0.9036 1.6413
O 2.99923 10.64593 3.94540 -0.1588 0.8144 0.3884
H 3.07982 6.18749 4.79841 0.4047 -0.5044 -0.4722
H 2.87835 8.51200 5.48934 -0.1617 -0.2169 0.2212
H 3.70729 10.09601 1.71159 0.4137 -0.2114 -0.5008
H 4.39304 7.66840 0.93089 0.1226 0.2630 -0.1258
H 4.90466 5.49867 1.59225 0.0699 0.7131 0.1028
H 2.37192 10.67651 4.67146 0.0320 -0.0990 0.1475
C -0.22192 -1.16016 -1.29900 -1.9377 -3.1633 -4.2747
O -0.04204 -1.84176 -2.28130 0.3321 -2.2235 -1.0056
N 0.54156 -0.23571 -0.94824 4.2898 4.9924 2.6571
N -1.34378 -1.08629 -0.63088 -3.7868 -0.8119 1.9880
H 1.53270 -0.24412 -1.14235 -0.4101 0.4499 0.2097
H -0.00564 0.31070 -0.29855 2.3068 1.1737 0.2187
H -2.14966 -1.62357 -0.91722 0.1931 0.3237 0.1674
H -1.39856 -0.35063 0.05897 -0.9773 -0.7390 0.0158
C -8.81703 -3.59309 -2.27970 1.5013 -2.6925 -0.1646
O -7.87142 -3.33406 -1.59357 1.7255 1.0033 1.1850
N -8.87508 -4.70550 -3.03475 0.0938 -1.5240 -1.0345
N -9.91547 -2.91026 -2.37037 -4.1118 3.2637 0.5035
H -9.74701 -4.93712 -3.48880 0.5615 -0.2531 -0.0761
H -8.11108 -5.36543 -3.00467 -0.3143 0.1883 -0.0384
H -10.04604 -2.17629 -1.68894 0.2424 -0.0017 -0.1422
H -10.79054 -3.36391 -2.59069 0.3026 0.0160 -0.1832
C 6.71201 -0.28247 -4.52397 0.2280 4.2055 1.6967
O 6.56172 0.72349 -3.78152 0.5354 -1.8748 -1.5436
N 7.46485 -0.37846 -5.61677 0.9997 0.3130 -1.4860
N 6.15456 -1.44119 -4.29512 -2.2125 -3.0956 1.9370
H 7.92464 0.40924 -6.05064 -0.1747 -0.3947 0.1063
H 7.48515 -1.32998 -5.95485 0.7692 0.7267 -0.6874
H 5.97698 -2.12994 -5.01220 0.0175 0.2090 0.3653
H 5.71702 -1.54877 -3.39120 -0.1831 -0.0892 -0.3841
C -8.57964 -3.82277 4.56176 -1.8453 0.8469 3.6446
O -8.97206 -3.84941 5.72675 0.1401 -0.3731 -0.3965
N -9.30404 -3.67581 3.50315 -5.8912 0.2911 -3.3811
N -7.38680 -3.77510 4.12329 7.5232 -0.1931 -0.5016
H -10.28068 -3.46629 3.65278 0.1135 -0.2195 -0.3145
H -8.91122 -3.51424 2.58681 -0.5429 -0.0184 0.3714
H -6.59917 -3.59975 4.73073 -0.1992 -0.2712 -0.1103
H -7.27222 -3.60759 3.13389 0.7161 -0.0636 0.6415
C 5.48955 -3.93146 3.26426 -1.8817 -2.3484 1.1774
O 4.31853 -3.71067 3.34700 -2.7824 0.9978 0.1603
N 6.35919 -3.11162 2.80865 2.5036 4.2393 -2.0004
N 6.01720 -5.05989 3.66657 2.4129 -4.1863 1.1900
H 7.35538 -3.27681 2.78786 -0.4184 0.3817 0.1213
H 5.93544 -2.19504 2.78803 0.8698 0.2815 -0.4901
H 6.99201 -5.23877 3.47205 -0.2132 -0.0029 0.1557
H 5.54943 -5.86048 4.06701 -0.4970 0.6507 -0.3075
C -2.84793 -8.34648 -3.51493 -1.1372 -0.5530 -1.4098
O -3.66319 -8.75992 -4.32695 0.1864 0.0374 -0.6782
N -3.06722 -8.40998 -2.23765 -0.9965 -0.3840 4.4513
N -1.67873 -7.79076 -3.79969 1.5524 0.5795 -1.9522
H -3.90675 -8.86021 -1.90216 0.2780 0.1612 -0.1346
H -2.35898 -8.14501 -1.56810 -0.3741 -0.1481 -0.0763
H -1.52464 -7.80210 -4.79781 0.6720 0.4305 0.3127
H -1.02990 -7.42261 -3.11882 -0.1935 -0.1038 -0.5096


2.
89
Properties=species:S:1:pos:R:3:forces:R:3 method="wB97M-V/def2-TZVPD" orbital_gap_ev=7.6894 energy_ev=-266009.26673 homo_ev=-11.53 total_charge=+1 lumo_ev=-3.84
C 1.77552 -1.53225 2.09160 -0.6564 0.5736 -1.1410
C 1.13992 -2.22840 0.78891 1.1151 -1.9831 0.9295
N 1.31272 -1.42310 -0.46041 -2.7277 1.2583 -0.2980
C 0.05776 -0.80770 -0.90893 -0.5012 -0.6115 -0.5368
C -0.21542 0.69040 -0.63724 -1.3879 -1.4367 -0.9910
C 0.79490 1.65803 0.17214 -1.6956 -0.0758 -0.7274
C 0.96548 3.00588 -0.68370 0.8437 0.9897 0.5128
C 2.51245 3.39191 -0.95561 -0.9155 0.2625 -0.3267
C 3.39207 2.18745 -1.53921 -0.0938 0.1057 -0.1505
C 4.79699 1.95323 -0.78321 -0.1567 -0.7186 -1.1144
O 4.76435 2.23881 0.63086 0.7858 1.1773 -1.1641
C 5.43487 3.50221 0.93681 -1.1317 1.4018 0.3330
C 4.60174 4.26971 2.10193 0.1870 0.2065 -0.3746
N -1.40151 1.26649 -1.11174 3.4406 -2.3600 0.9939
N -2.23936 0.49247 -1.77270 -1.7973 -2.2419 -2.0301
C -3.46720 1.23150 -2.28093 -1.3120 1.4556 0.4532
C -4.73765 1.03265 -1.27550 0.5225 1.2474 0.2357
C -5.21680 2.50202 -0.75704 0.7964 0.2732 -0.2931
C -4.29339 3.05236 0.45167 -1.1208 0.3408 0.3373
N -3.01277 3.66645 -0.01820 0.7418 1.6586 1.7075
C -2.30264 4.34254 1.07156 1.0822 -0.6622 2.5301
N -2.11976 3.77434 2.26039 -0.8425 0.9240 -2.8916
N -1.69154 5.70722 0.89388 -0.0059 -0.9975 -0.4375
C -2.23682 -0.88873 -2.10869 2.9933 -1.2263 1.5083
C -3.40293 -1.65730 -2.90412 0.7509 -0.4529 0.6849
C -3.12011 -1.82575 -4.47947 -0.1816 -0.4366 0.0603
C -1.57949 -1.93358 -4.88975 -0.4324 -0.1594 -0.3432
I -1.52261 -1.67393 -7.08942 0.0833 -0.1177 0.9334
C -0.96740 -1.69796 -1.65013 -0.6999 4.8077 0.9402
Br -0.69840 -3.61399 -1.96877 -0.2622 2.2119 0.5291
H 1.45699 -0.42284 2.04815 0.4434 -1.7077 0.5336
H 2.90810 -1.56457 1.96598 -1.4622 -0.0417 0.4864
H 1.41006 -2.04071 3.05348 0.7288 0.8286 -1.4924
H 0.05418 -2.56542 0.92620 1.4731 0.8386 -0.2339
H 1.73935 -3.20271 0.62790 -1.0665 1.4104 0.2496
H 2.07334 -0.73608 -0.39709 -0.5857 -0.3508 0.1618
H 1.76530 1.12906 0.43269 -1.2654 0.7967 -0.5181
H 0.26238 1.94527 1.14992 0.7245 -0.6552 -1.3873
H 0.38608 3.02718 -1.66280 0.7028 -0.4109 1.3397
H 0.54354 3.86978 -0.04621 0.4918 -1.3542 -1.0634
H 2.90228 3.85038 0.00960 -0.1848 -0.9509 -1.2626
H 2.47902 4.25177 -1.72544 0.1797 -1.3206 1.1986
H 2.85061 1.16903 -1.53382 0.4323 1.6604 0.1163
H 3.56221 2.42012 -2.65688 0.0232 -0.5256 1.7617
H 5.58111 2.56906 -1.36094 -0.9126 -1.0340 1.2051
H 5.02141 0.82493 -0.87643 -0.0316 1.8154 0.0304
H 5.35939 4.19936 0.01898 0.3904 -1.1744 1.2959
H 6.53149 3.37110 1.21656 -1.4680 -0.1277 -0.3427
H 5.32336 4.85338 2.78510 -1.2229 -1.0263 -0.9649
H 3.93437 3.55917 2.69940 1.2494 0.8323 -0.7275
H 3.88989 5.03689 1.62217 1.1196 -1.1081 0.6994
H -3.70982 0.97957 -3.36257 0.5468 -0.0829 1.4900
H -3.26111 2.36401 -2.26216 0.2766 -2.0550 0.0155
H -4.35119 0.50238 -0.33927 -0.7555 0.3505 -1.3763
H -5.60562 0.48261 -1.77198 1.2997 0.6440 0.7362
H -5.10216 3.28926 -1.59692 -0.2958 -1.3222 1.0269
H -6.32741 2.49738 -0.49707 1.6862 -0.0641 -0.0331
H -4.04296 2.25502 1.22435 -0.3626 0.9756 -1.1586
H -4.86602 3.88884 1.00418 0.6239 -1.4765 -0.8573
H -3.14067 4.30245 -0.81466 0.0186 -0.1602 0.6898
H -1.57197 4.42929 2.85120 -0.5452 -0.6086 -0.5473
H -1.86185 6.25490 1.75845 -0.1781 -0.6271 -0.8132
H -0.65888 5.58267 0.89249 -0.9908 0.0588 -0.2690
H -4.43782 -1.22209 -2.72169 1.5494 -0.3784 -0.1977
H -3.41249 -2.71979 -2.45388 0.1202 1.7702 -0.4893
H -3.68520 -0.99584 -5.03081 1.1468 -1.1266 0.6335
H -3.60485 -2.82720 -4.78531 0.6150 1.6899 0.4147
H -0.91171 -1.10816 -4.48600 -0.9156 -1.1900 -0.4416
H -1.14138 -2.98416 -4.72590 -0.7362 1.9106 -0.1002
C 3.22715 -6.24774 1.53055 0.0739 -0.0194 0.0575
Cl 4.10464 -5.02488 0.60032 -0.0185 -0.0779 0.0557
Cl 3.57139 -6.08078 3.25803 -0.0598 -0.0575 -0.1539
Cl 1.48828 -6.12581 1.22906 0.0381 0.0191 0.0080
H 3.56325 -7.23103 1.20746 -0.1050 0.1727 0.0578
C -7.28223 1.55700 2.97774 0.0070 0.0577 0.3011
Cl -6.01918 2.79107 3.09846 -0.3416 -0.1943 0.2149
Cl -7.05329 0.56828 1.52650 -0.0546 -0.0147 0.0404
Cl -7.29746 0.53988 4.42381 -0.0323 0.1190 -0.1927
H -8.24488 2.05828 2.90172 0.1852 -0.1155 -0.0190
C 6.62412 -3.80489 3.27831 0.0927 -0.0784 0.0434
Cl 6.13995 -2.13578 2.93805 -0.0490 -0.0964 -0.0176
Cl 7.90460 -4.31904 2.17042 -0.1757 0.0269 0.0712
Cl 7.15308 -3.96774 4.95807 -0.1098 -0.0061 -0.1642
H 5.76034 -4.45001 3.12694 0.1957 0.1680 0.0171
C 0.10002 -9.75614 1.30523 -0.1178 -0.0751 0.0678
Cl 1.83990 -9.70000 0.98622 -0.0372 -0.0305 -0.0011
Cl -0.75474 -10.51723 -0.04331 0.0804 0.1265 0.1042
Cl -0.22752 -10.61661 2.81488 0.0395 0.1462 -0.1503
H -0.26179 -8.73509 1.40758 0.1044 -0.1870 -0.0181


3.
82
Properties=species:S:1:pos:R:3:forces:R:3 method="wB97M-V/def2-TZVPD" orbital_gap_ev=8.6555 energy_ev=-129055.13600 homo_ev=-8.67 total_charge=0 lumo_ev=-0.02
C -1.09680 2.04511 -3.87427 0.0241 0.3828 0.2227
C -0.54293 0.84994 -4.57743 0.7295 -0.3129 -0.8494
H -0.34408 2.84528 -3.88972 -0.2645 -0.0170 0.1690
H -1.34269 1.83040 -2.83125 0.0391 0.1260 -0.3134
H -1.99187 2.42991 -4.39136 0.2515 -0.1368 0.1358
C -0.01405 0.97654 -5.80877 -0.5902 -0.4103 0.3984
C 0.16407 2.27541 -6.51861 0.0251 0.4115 -0.3712
H 0.22798 0.10086 -6.41023 0.0687 0.1626 0.3874
H 0.64795 3.03536 -5.88534 -0.1873 -0.1922 -0.1741
H -0.79445 2.69149 -6.86832 0.2162 -0.0304 0.1197
H 0.79179 2.12098 -7.40648 -0.1484 0.1670 0.2134
Ga -1.79569 -0.13381 -0.32737 0.2581 1.6789 0.8561
Cl -3.17446 -1.12185 -1.66323 0.1443 -0.0762 0.1960
C -1.46724 -2.40568 1.48026 0.7394 0.7887 -0.7141
O -0.94307 -1.36598 0.93856 -0.6868 -1.3980 0.8797
N -0.75384 -3.28922 2.15845 -0.0015 0.5233 -0.3116
C 0.66114 -3.05713 2.50600 0.1225 0.0288 -0.0827
C -1.29401 -4.63001 2.40795 -0.3481 -0.0425 -0.0925
H -2.54591 -2.61805 1.37678 0.4145 0.0139 -0.0864
H 0.76887 -2.16126 3.13351 -0.1257 -0.1981 -0.3253
H 1.29770 -2.95946 1.61506 -0.3227 0.0619 0.2480
H 0.98003 -3.93596 3.07457 0.0613 0.3389 -0.1214
H -2.30426 -4.56433 2.82872 0.2616 -0.0526 -0.0259
H -0.62030 -5.12320 3.11051 -0.3645 -0.0099 -0.0741
H -1.33721 -5.21377 1.47397 0.1067 0.2070 0.3479
H -0.67639 -0.40385 6.86663 0.0904 0.1644 -0.1927
H -2.34266 1.20870 8.01297 0.0807 0.1895 -0.0636
C -0.07839 0.47620 6.58017 -0.0363 0.0548 0.0748
C -1.62443 1.99857 7.75424 0.1285 0.0561 -0.1278
N -0.90682 1.66675 6.54113 0.1140 -0.0988 -0.0123
H 0.38158 0.32709 5.59996 -0.1317 0.0206 0.1639
C -1.24021 2.25741 5.36886 0.0403 -0.1943 -0.7348
O -0.86279 1.90053 4.25413 -0.1166 0.3452 0.9497
H -2.16215 2.93364 7.58162 -0.0237 -0.1659 0.1901
H -1.91487 3.12617 5.51933 0.3013 -0.2523 -0.0825
H 0.70371 0.60204 7.34193 -0.1020 -0.0205 -0.1854
H -0.91191 2.12765 8.57725 -0.1473 0.0281 -0.0515
H 0.83111 5.84183 2.63797 0.1963 -0.0456 -0.1002
H 0.96898 3.94172 0.10752 0.2429 0.0041 0.1409
C 1.84176 5.40880 2.57756 -0.3860 -0.0808 0.2404
C 1.95788 3.93162 0.59123 -0.0120 0.0215 -0.1503
N 1.84580 4.06595 2.03083 -0.0317 -0.2742 -0.0142
H 2.26459 5.39463 3.58880 -0.0347 0.1152 -0.2398
C 1.68746 2.96463 2.81881 0.3152 -0.5844 -0.2683
O 1.89856 1.80993 2.45753 -0.3355 1.0844 0.2717
H 2.45126 2.98673 0.34494 -0.0648 0.2216 0.0425
H 1.34194 3.22049 3.84064 0.2669 -0.1373 -0.1778
H 2.45242 6.04033 1.92236 -0.0678 -0.0540 0.3306
H 2.53260 4.78626 0.21482 0.0009 -0.3192 -0.0560
O -0.13631 -0.32205 -2.50725 0.7646 -0.1570 0.7857
C -0.64626 -0.47700 -3.84369 -0.2730 0.1540 -0.1799
C 1.17384 -1.66761 -5.16388 0.2474 -0.3084 -0.0532
C -0.07838 -1.67805 -4.55618 -0.2734 -0.2229 -0.0544
H 1.74811 -0.73637 -5.18818 -0.1308 -0.5650 0.1070
C 1.68642 -2.83577 -5.73694 -0.1099 0.1987 -0.0308
H -1.71974 -0.65293 -3.70299 0.1605 -0.1035 -0.0167
C -0.85117 -2.84597 -4.57527 0.4573 -0.0620 -0.2336
H 2.68282 -2.80563 -6.18865 -0.3792 -0.1250 0.1276
C 0.92595 -4.00777 -5.74412 -0.1639 0.1033 0.1300
C -0.35245 -4.01187 -5.16923 -0.0640 0.2075 0.0642
H -1.83991 -2.80454 -4.11331 0.2514 -0.2070 -0.1319
H 1.32325 -4.91384 -6.20561 -0.1275 0.2592 0.1495
H -0.97161 -4.91457 -5.18128 0.3055 0.2999 -0.0303
Si 1.13313 -0.99140 -1.55232 0.3385 -0.9678 -1.2313
Cl -0.25922 1.53036 -0.53185 -1.6231 -0.2184 0.7033
C 2.71684 -1.11996 -2.54346 0.2431 -0.1976 -0.2242
C 0.44635 -2.74019 -1.31162 0.0394 -0.1678 0.2129
C 1.87801 -0.35862 0.06100 -0.4904 0.0287 0.3031
H 2.72614 -2.01052 -3.18483 0.0342 0.3200 0.0624
H 3.56957 -1.20253 -1.85171 -0.2440 0.1118 -0.1876
H 2.86098 -0.22756 -3.16447 0.0974 -0.1578 0.0484
H 2.46472 0.55345 -0.10277 -0.2134 -0.1597 0.0483
H 2.58596 -1.13842 0.38764 -0.1156 0.0156 -0.2671
H 1.18216 -0.17937 0.88477 0.3452 0.0812 -0.1824
H 0.58678 -3.35140 -2.21331 -0.0049 0.2403 0.1075
H -0.63180 -2.71117 -1.10415 0.2641 -0.1497 -0.1175
H 0.95264 -3.25306 -0.48430 -0.1075 -0.0072 -0.0838
N -3.00793 0.59939 1.04252 -0.2265 -0.1778 0.4555
C -3.60467 0.72383 2.05209 0.2127 0.0784 -0.5215
N -4.38659 0.86350 3.04535 0.2461 -0.2764 -1.1051
C -3.99502 1.11256 4.26545 0.3841 0.6015 2.8070
N -3.77832 1.33970 5.39934 -0.5549 -0.5615 -2.0405